(1)
Density functional theory data (wB97M-V/def2-TZVPD) for C3H6O3 in the gas phase at a distorted geometry.

The geometry in XYZ format:
```
12
Properties=species:S:1:pos:R:3:forces:R:3
C 1.125844 0.811025 0.612049 0.072 -0.573 -0.089
C -0.003410 -0.088757 0.217255 0.092 -0.312 -1.646
O -0.871483 -0.468866 1.184701 0.300 -0.699 0.035
O 0.449680 -1.139284 -0.940269 -0.041 0.129 1.656
C -0.506021 -0.194352 -1.168879 -0.530 2.296 0.966
O -1.819700 -0.567030 -1.374304 0.239 -0.387 -0.344
H 0.764227 1.640816 1.217990 -0.047 -0.002 -0.049
H 1.847397 0.227968 1.187887 0.101 0.118 0.111
H 1.636635 1.176571 -0.274260 -0.007 0.082 -0.010
H -0.405755 -0.705846 1.999622 0.003 0.009 -0.176
H -0.260149 0.708019 -1.762167 -0.164 -0.850 -0.440
H -1.957263 -1.400265 -0.899623 -0.017 0.188 -0.015
```
Forces are in eV/Å.

LUMO level, eV: 0.631
Energy above the lowest of the compared OMol25 structures with the same formula, charge and spin, kcal/mol: 47.0
Strongest force on any atom, hartree/bohr: 0.0495

Charges in e, computed with natural (NBO), in the same order as the atoms:
1. C -0.67
2. C 0.45
3. O -0.67
4. O -0.55
5. C 0.33
6. O -0.70
7. H 0.23
8. H 0.22
9. H 0.24
10. H 0.48
11. H 0.14
12. H 0.48


(2)
Density functional theory data (wB97M-V/def2-TZVPD) for a molecular structure, C32H22BrCl2HoN6O2S.

The geometry in XYZ format:
```
67
Properties=species:S:1:pos:R:3:forces:R:3
Ho 0.376800 0.596100 0.193000 0.397 -0.180 -0.187
Cl -3.625700 2.004800 5.732200 0.062 -0.073 0.167
C -3.165100 1.691200 4.095900 -0.144 0.039 -0.204
C -2.055500 0.898100 3.837300 0.073 0.016 -0.121
C -1.650300 0.670000 2.525500 -0.563 0.350 -0.061
N -0.541700 -0.087700 2.149500 -0.207 -0.043 -0.115
C -0.157100 -1.174400 2.824000 0.079 0.023 0.004
O -0.539800 -1.601600 3.908600 0.120 0.013 -0.229
C 0.907400 -1.949700 2.054400 0.117 -0.407 0.271
C 1.602700 -2.939500 2.740400 -0.066 0.132 -0.034
C 2.626800 -3.617000 2.109200 -0.086 0.179 -0.179
C 2.900300 -3.311400 0.782600 -0.100 0.048 -0.021
C 2.114300 -2.365500 0.148300 0.182 -0.046 -0.218
N 1.147700 -1.673900 0.758700 0.145 -0.225 0.426
C -2.384100 1.249100 1.445100 -0.236 0.020 0.847
C -3.525300 1.993400 1.732900 0.119 -0.051 -0.165
C -3.907600 2.217300 3.047300 0.194 -0.147 0.128
Cl -5.326000 3.150200 3.358900 -0.154 0.137 -0.059
N -1.850700 1.052700 0.173500 0.249 -0.155 -0.119
C -2.544400 1.227200 -0.951500 -0.134 0.056 -0.160
O -3.730700 1.498800 -1.114700 0.180 0.049 0.065
C -1.683000 1.053200 -2.195900 -0.232 0.032 -0.520
C -2.209300 1.511400 -3.401500 0.005 -0.004 0.103
C -1.481400 1.377700 -4.566800 0.160 -0.162 0.176
C -0.254000 0.732600 -4.500700 -0.075 -0.026 0.094
C 0.189700 0.281000 -3.271800 0.236 -0.162 -0.111
N -0.480900 0.455300 -2.128200 -0.328 0.111 0.018
H -1.514400 0.441600 4.652400 0.000 0.025 -0.014
H 1.328300 -3.117500 3.769200 -0.021 -0.007 0.028
H 3.204600 -4.362100 2.634200 0.063 -0.056 0.053
H 3.714500 -3.781800 0.252400 -0.049 -0.085 -0.087
H 2.265900 -2.145800 -0.907200 0.056 0.008 0.154
H -4.121100 2.383400 0.922100 0.005 0.036 0.043
H -3.188200 1.963000 -3.384400 -0.063 0.028 0.061
H -1.863700 1.741100 -5.510300 -0.026 0.038 -0.011
H 0.346700 0.576600 -5.382900 0.068 -0.048 -0.034
H 1.128600 -0.262200 -3.204300 -0.074 0.171 0.026
Br 3.048200 0.895500 -1.272600 0.220 0.739 0.007
C 3.327600 2.757000 -0.707800 0.170 -0.445 -0.133
C 4.590400 3.257100 -0.847700 -0.178 -0.465 -0.036
C 4.844400 4.585000 -0.474600 -0.126 0.259 0.030
C 3.819700 5.375100 -0.038700 0.165 -0.042 0.031
C 2.508700 4.867700 0.073400 -0.041 -0.420 -0.098
C 1.445500 5.705300 0.463600 -0.337 0.018 0.057
C 0.173800 5.212800 0.531200 0.184 0.258 0.093
C -0.068700 3.849400 0.293200 0.124 -0.625 -0.318
C 0.917900 2.929700 -0.055000 -0.060 0.670 0.049
C 2.226200 3.496000 -0.224000 -0.240 0.087 0.065
H 5.384000 2.644400 -1.241900 0.095 -0.118 -0.028
H 5.843700 4.979300 -0.567300 0.131 0.046 -0.022
H 3.993100 6.410900 0.220800 0.038 0.072 0.002
H 1.660200 6.739600 0.685900 -0.002 0.167 0.018
H -0.655800 5.854800 0.796000 -0.010 0.106 0.013
H -1.099600 3.515500 0.373100 -0.003 -0.035 0.114
C 5.058900 2.698100 3.134300 0.449 -0.207 -0.156
N 3.675900 3.080300 3.188400 -0.830 -0.044 -0.095
C 3.185600 4.283600 3.632600 -0.409 0.489 0.235
C 1.839100 4.249000 3.530100 0.265 0.323 0.106
N 1.504200 3.022400 3.014100 0.575 -0.058 0.156
C 2.636200 2.309100 2.793400 -0.258 -0.011 0.060
S 2.742500 0.769000 2.168000 -0.019 -0.727 -0.349
H 5.610300 3.222000 3.913200 -0.078 -0.018 0.023
H 5.494600 2.947300 2.163400 -0.077 -0.051 0.027
H 5.129100 1.621300 3.289000 0.041 0.108 -0.013
H 3.831800 5.060700 3.983900 0.096 0.146 0.075
H 1.108200 4.992300 3.766100 -0.138 0.135 0.049
H 0.567400 2.690700 2.813700 0.304 0.011 0.027
```
Forces are in eV/Å.

<S²>: 6.00
LUMO level (spin up / spin down), eV: -0.102 / -0.076
Energy above the lowest of the compared OMol25 structures with the same formula, charge and spin, kcal/mol: 0.0
Strongest force on any atom, hartree/bohr: 0.0171
2S+1: 5

Charges in e, computed with natural (NBO), in the same order as the atoms:
1. Ho 1.74
2. Cl 0.01
3. C -0.07
4. C -0.28
5. C 0.20
6. N -0.81
7. C 0.64
8. O -0.63
9. C 0.18
10. C -0.21
11. C -0.14
12. C -0.25
13. C 0.06
14. N -0.54
15. C 0.12
16. C -0.25
17. C -0.08
18. Cl 0.01
19. N -0.78
20. C 0.63
21. O -0.64
22. C 0.17
23. C -0.21
24. C -0.14
25. C -0.25
26. C 0.06
27. N -0.52
28. H 0.26
29. H 0.26
30. H 0.22
31. H 0.23
32. H 0.19
33. H 0.26
34. H 0.26
35. H 0.22
36. H 0.23
37. H 0.20
38. Br 0.10
39. C 0.03
40. C -0.28
41. C -0.22
42. C -0.20
43. C 0.02
44. C -0.22
45. C -0.22
46. C -0.24
47. C -0.49
48. C -0.15
49. H 0.23
50. H 0.22
51. H 0.21
52. H 0.21
53. H 0.21
54. H 0.22
55. C -0.41
56. N -0.35
57. C -0.09
58. C -0.05
59. N -0.52
60. C 0.27
61. S -0.26
62. H 0.21
63. H 0.22
64. H 0.24
65. H 0.23
66. H 0.24
67. H 0.46


> Which formula does entry 1 have?

C3H6O3